{"formula": "C29H43N7O2OsSSi", "method": "the ωB97M-V functional and the def2-TZVPD basis", "symbols": ["Os", "C", "Si", "C", "C", "C", "C", "C", "C", "N", "C", "S", "H", "H", "H", "H", "H", "H", "H", "H", "H", "H", "H", "H", "C", "C", "C", "C", "C", "C", "C", "C", "C", "C", "N", "C", "C", "C", "C", "C", "N", "H", "H", "H", "H", "H", "H", "H", "H", "H", "H", "H", "H", "H", "H", "H", "H", "H", "N", "C", "C", "C", "C", "N", "C", "N", "N", "C", "O", "O", "H", "H", "H", "H", "H", "H", "H", "H", "H", "H", "H", "H", "H", "H"], "coordinates": [[-0.495865, 0.182216, 0.205700], [1.194995, 4.799743, 3.901302], [1.174743, 3.175720, 4.817878], [-0.505923, 2.758001, 5.510756], [2.474226, 3.102835, 6.144529], [1.536161, 1.711199, 3.625942], [2.447280, 0.718313, 3.971398], [2.594576, -0.435773, 3.197556], [1.819826, -0.576452, 2.074613], [0.942039, 0.376066, 1.711909], [0.797539, 1.463779, 2.461587], [-0.442357, 2.458402, 1.774055], [1.147462, 5.618178, 4.624173], [0.339582, 4.902345, 3.231970], [2.112180, 4.926801, 3.321455], [-0.758817, 3.405023, 6.354073], [-0.511123, 1.725989, 5.868295], [-1.289157, 2.865184, 4.756826], [2.295851, 3.892574, 6.877752], [3.484484, 3.243178, 5.752982], [2.442492, 2.153260, 6.683109], [3.059023, 0.838384, 4.856881], [3.290597, -1.215850, 3.472472], [1.885102, -1.454256, 1.445972], [-4.580885, -0.052699, 2.760958], [-3.161621, 0.526330, 2.757758], [-2.198947, -0.395631, 3.469310], [-2.220073, -0.443754, 4.857928], [-1.454602, -1.366338, 5.552487], [-0.668299, -2.270136, 4.859100], [-0.627363, -2.268707, 3.468601], [0.204125, -3.317452, 2.763656], [-0.462909, -4.698136, 2.773362], [-1.376959, -1.301672, 2.792165], [-1.347816, -1.256294, 1.348788], [-2.072157, -2.137727, 0.679053], [-2.180710, -1.959051, -0.696515], [-2.745710, -2.675214, -1.753591], [-2.538015, -1.916304, -2.906411], [-1.857789, -0.767168, -2.521040], [-1.627682, -0.775957, -1.183353], [-5.254106, 0.573934, 2.176282], [-4.970806, -0.113398, 3.776853], [-4.595904, -1.059335, 2.337366], [-3.165651, 1.498743, 3.252350], [-2.857899, 0.694134, 1.721132], [-2.869185, 0.237926, 5.394846], [-1.493249, -1.404989, 6.633426], [-0.078638, -3.001746, 5.399739], [1.163344, -3.400158, 3.279900], [0.410527, -3.022214, 1.733363], [-0.688594, -5.008557, 3.793058], [0.196728, -5.443554, 2.329210], [-1.398990, -4.702404, 2.212763], [-2.595897, -2.923368, 1.212405], [-3.229599, -3.637035, -1.681525], [-2.846766, -2.157570, -3.910074], [-1.598170, 0.077728, -3.141762], [1.284872, -0.215641, -0.935379], [1.200947, 0.383987, -2.292598], [2.553365, 0.670859, -2.939783], [3.428477, 1.758493, -2.267115], [3.554585, 3.043932, -3.094372], [2.351079, 3.875016, -3.066997], [1.929457, 4.562102, -2.007560], [2.799828, 4.967355, -1.070381], [0.641431, 4.859287, -1.892186], [0.295474, 1.622022, -2.204075], [0.127876, 2.356147, -3.161754], [-0.187062, 1.806063, -1.020669], [2.044161, 0.214334, -0.405645], [1.491833, -1.209789, -1.007789], [0.683771, -0.334336, -2.927548], [2.344669, 0.946876, -3.974217], [3.106345, -0.270247, -2.973973], [4.435212, 1.368142, -2.120843], [3.034048, 2.022969, -1.277629], [3.725313, 2.789660, -4.138803], [4.417458, 3.625231, -2.770542], [1.608307, 3.546820, -3.672366], [3.781976, 4.972064, -1.289078], [2.500707, 5.636179, -0.379978], [-0.024673, 4.353015, -2.462422], [0.288295, 5.355672, -1.091971]], "atomic_forces_ev_per_a": [[0.65, 2.09, 0.53], [0.04, 0.02, -0.01], [-0.11, -0.32, -0.04], [-0.01, 0.14, 0.05], [0.08, 0.03, 0.00], [0.11, -0.10, 0.14], [-0.12, 0.21, -0.13], [0.01, -0.06, -0.14], [0.29, -0.07, 0.12], [0.24, -0.75, -0.03], [0.04, 0.44, 0.42], [-0.43, -1.83, -1.26], [-0.01, -0.01, -0.03], [0.00, 0.01, -0.01], [-0.01, -0.01, 0.02], [-0.01, 0.01, -0.03], [-0.02, 0.01, -0.01], [0.00, -0.03, 0.02], [0.00, -0.01, -0.02], [-0.01, 0.00, 0.01], [0.00, 0.02, 0.02], [-0.02, -0.04, 0.01], [0.01, 0.02, -0.02], [-0.05, -0.01, 0.03], [0.05, 0.04, -0.04], [-0.12, -0.20, 0.05], [-0.09, 0.12, -0.12], [0.01, -0.04, 0.03], [-0.03, -0.02, 0.00], [0.01, -0.02, -0.01], [0.20, 0.10, -0.08], [-0.17, -0.10, 0.11], [0.06, 0.04, -0.03], [0.06, -0.25, 0.17], [-0.46, -0.39, 0.14], [0.03, 0.31, 0.44], [-0.12, 0.01, -0.51], [0.10, -0.07, 0.46], [0.17, 0.42, -0.18], [-0.27, -0.21, -0.48], [0.49, -0.14, 0.73], [-0.01, 0.00, 0.02], [0.00, -0.05, 0.00], [-0.02, 0.00, 0.00], [0.07, 0.03, -0.07], [0.04, 0.10, 0.01], [0.02, 0.01, 0.00], [0.02, 0.05, -0.01], [-0.03, 0.00, 0.00], [0.04, 0.05, -0.05], [0.01, -0.02, -0.01], [-0.01, -0.01, -0.01], [-0.02, -0.01, 0.01], [-0.02, 0.01, 0.01], [0.04, -0.03, 0.02], [-0.03, 0.03, -0.01], [-0.04, 0.02, 0.03], [0.04, 0.00, 0.03], [-0.58, 0.34, 0.35], [-0.22, 0.20, -0.55], [0.16, 0.07, 0.25], [-0.24, -0.05, -0.13], [0.01, 0.05, 0.14], [0.04, -0.13, -0.09], [0.03, 0.18, 0.02], [0.02, -0.05, -0.03], [0.00, 0.05, -0.06], [0.39, -0.41, 0.69], [-0.17, -0.13, -0.12], [-0.31, 0.40, -0.94], [0.00, -0.06, -0.05], [-0.08, 0.02, 0.05], [-0.01, -0.11, 0.05], [0.01, -0.06, -0.03], [0.01, 0.01, -0.09], [0.00, 0.00, 0.07], [0.11, -0.01, 0.04], [0.09, 0.08, -0.02], [0.00, 0.01, -0.01], [-0.01, 0.03, 0.06], [0.00, 0.03, 0.01], [-0.01, -0.04, 0.03], [0.01, -0.09, 0.06], [0.06, 0.06, -0.02]], "energy_ha": -2442.59857, "e_homo_ev": [-13.53, -13.52], "spin_multiplicity": 1, "lumo_energy_ev": [-7.51, -7.70], "charge": 2, "gap_ev": [6.022, 5.817]}